Record 1
Formula: C32H42AsBr2CuN6O3Si3
Source: OMol25
Level of theory: ωB97M-V/def2-TZVPD

Geometry as XYZ:
```
90
C32H42AsBr2CuN6O3Si3 ωB97M-V/def2-TZVPD
Cu -0.01451 0.21100 -0.19913
C 2.62589 -0.91908 1.45185
O 1.54001 0.02888 1.42221
C 1.41364 0.88120 2.48244
C 2.36861 1.03116 3.46867
C 2.13127 1.94712 4.48711
Br 3.44147 2.17090 5.81994
C 0.96645 2.67933 4.54794
C -0.01403 2.50473 3.56722
C 0.23850 1.62408 2.52695
O -0.66552 1.45478 1.46211
C -1.26272 3.28269 3.68548
N -1.34526 4.39985 4.34489
C -2.67038 4.79602 4.22773
C -3.31168 5.92563 4.73795
C -4.65781 6.07194 4.47632
C -5.36834 5.12033 3.72331
C -4.75006 3.99939 3.20665
C -3.38975 3.86322 3.47571
N -2.45669 2.90889 3.11111
H 2.61931 -1.46192 2.39627
H 3.57913 -0.41582 1.31075
H 2.45479 -1.60763 0.63100
H 3.29577 0.47751 3.44157
H 0.77447 3.38422 5.34453
H -0.87961 2.33440 1.10744
H -2.76029 6.65174 5.32053
H -5.18547 6.93418 4.86271
H -6.42440 5.27359 3.54334
H -5.29936 3.26477 2.63067
H -2.66750 2.00615 2.72375
O -2.70893 -4.81229 2.43335
C -2.15466 -3.71361 1.91658
C -1.69767 -2.63992 2.67941
C -1.14504 -1.56572 2.02684
N -1.01521 -1.48040 0.68895
C -1.45861 -2.52789 -0.01362
Br -1.26137 -2.46156 -1.88450
C -2.02962 -3.65258 0.53384
H -2.74621 -4.77034 3.39662
H -1.76669 -2.64119 3.76015
H -0.78235 -0.72240 2.60017
H -2.36635 -4.47184 -0.08388
C -0.50809 4.34514 0.22619
Si -0.14930 3.85503 -1.55073
C 1.67479 3.61455 -1.77767
C -0.83485 5.19148 -2.64189
As -1.07665 1.68427 -1.96883
Si -0.65104 1.20495 -4.29346
C 1.09248 0.64845 -4.57306
C -0.96362 2.79439 -5.21109
C -1.86352 -0.07982 -4.86954
Si -3.44578 1.80326 -1.67734
C -3.69418 1.83579 0.17656
C -4.13260 3.34504 -2.45617
C -4.26729 0.28811 -2.37135
H -0.45802 5.43537 0.29556
H 0.25026 3.96575 0.92185
H -1.51153 4.07359 0.57238
H 2.22278 4.52519 -1.52019
H 1.92962 3.35986 -2.80983
H 2.04668 2.80798 -1.13865
H -0.34046 6.12615 -2.35950
H -1.90939 5.32530 -2.50566
H -0.64295 5.01697 -3.69851
H 1.82954 1.35759 -4.18738
H 1.24370 0.56724 -5.65477
H 1.28403 -0.32887 -4.12840
H -0.10829 3.46808 -5.13170
H -1.85643 3.32077 -4.86873
H -1.10008 2.55585 -6.27073
H -1.90378 -0.95776 -4.22378
H -1.54758 -0.40937 -5.86430
H -2.87131 0.32746 -4.95828
H -3.42967 2.81361 0.58966
H -3.08692 1.06086 0.65415
H -4.74284 1.64196 0.42281
H -3.85000 4.23999 -1.89803
H -5.22533 3.28204 -2.46308
H -3.80109 3.46463 -3.49025
H -3.70573 -0.62542 -2.16420
H -4.40434 0.36392 -3.45107
H -5.25763 0.19173 -1.91637
N 1.28882 -0.17834 -1.56154
C 2.43295 0.02999 -1.71046
C 3.76142 0.24244 -1.96376
C 4.12074 1.30787 -2.84249
N 4.34992 2.18576 -3.55309
C 4.72120 -0.61395 -1.34894
N 5.44634 -1.33646 -0.81873
```

Values from the calculation:
HOMO level (alpha / beta) = -10.7 / -10.7 eV
relative energy (zero: lowest compared OMol25 entry of this formula, charge and spin) = 0.0000 eV
spin multiplicity = 2
net charge = +1
<S²> = 0.7572
max |F| = 0.0099 Eh/bohr
LUMO level (alpha / beta) = -0.0894 / -0.1851 Ha
DFT total energy = -11691.51503 a.u.
frontier orbital gap (alpha / beta) = 8.26 / 5.64 eV

Charges obtained by Mulliken population analysis, quoted in units of e:
1 Cu -0.1315
2 C -1.5945
3 O 0.1151
4 C -0.6545
5 C -0.2910
6 C -0.7156
7 Br -0.1473
8 C -0.6920
9 C 0.7908
10 C 0.7567
11 O 2.5382
12 C -0.2638
13 N -0.7813
14 C 0.3383
15 C -0.7778
16 C -0.5232
17 C -0.5530
18 C -0.8843
19 C 0.7413
20 N 0.2812
21 H 0.5445
22 H 0.3896
23 H 0.4917
24 H 0.6486
25 H 0.6636
26 H -1.3228
27 H 0.4620
28 H 0.3970
29 H 0.4097
30 H 0.4312
31 H 0.1526
32 O -0.5255
33 C 0.7865
34 C -0.8292
35 C -0.6834
36 N 0.2885
37 C -0.0913
38 Br -0.0558
39 C -0.5355
40 H 0.3231
41 H 0.3846
42 H 0.4488
43 H 0.5243
44 C -1.0825
45 Si 0.0342
46 C -0.7524
47 C -1.0091
48 As 0.0702
49 Si 0.3525
50 C -0.6265
51 C -1.0765
52 C -0.9252
53 Si 0.0579
54 C -0.1824
55 C -1.1286
56 C -0.9625
57 H 0.6421
58 H 0.1858
59 H 0.1667
60 H 0.5562
61 H 0.2035
62 H -0.0437
63 H 0.3970
64 H 0.2771
65 H 0.3137
66 H -0.0747
67 H 0.4983
68 H 0.3193
69 H 0.3024
70 H 0.2503
71 H 0.4503
72 H 0.1572
73 H 0.4122
74 H 0.2127
75 H 0.0070
76 H -0.3778
77 H 0.6099
78 H 0.3000
79 H 0.4169
80 H 0.3052
81 H 0.2333
82 H 0.3166
83 H 0.4594
84 N 0.0646
85 C 0.7864
86 C 0.4205
87 C -0.0675
88 N -0.5644
89 C -0.2440
90 N -0.5166

Record 2
Formula: C32H42CoF3N6SSi3
Source: OMol25
Level of theory: ωB97M-V/def2-TZVPD

Geometry as XYZ:
```
88
C32H42CoF3N6SSi3 ωB97M-V/def2-TZVPD
Co 0.09974 0.17189 -0.20459
C 3.74134 -0.13651 -1.58519
Si 2.01944 -0.22341 -2.43609
C 1.49454 1.60999 -2.63269
C 2.41574 -0.84351 -4.20649
C 0.74804 -1.34411 -1.56349
Si -0.80506 -1.78341 -2.51019
C -2.28496 -2.32361 -1.42079
C -0.54626 -3.19701 -3.77589
C -3.60246 0.62889 -2.58669
Si 1.49024 -2.79901 -0.64189
C 0.32954 -4.18641 -0.01449
C 2.87464 -3.79631 -1.51539
C 2.15514 -1.88531 0.87791
C 3.00974 -2.46801 1.79951
C 3.43434 -1.72681 2.91331
C 3.02964 -0.44061 3.06791
C 2.20884 0.22929 2.01461
N 1.72204 -0.63621 0.94901
H 4.38504 0.55629 -2.11989
H 4.23684 -1.09971 -1.57129
H 3.66864 0.20229 -0.55939
H 2.34694 2.28289 -2.60259
H 0.80074 1.91699 -1.84779
H 0.99334 1.75349 -3.58259
H 3.21914 -0.25951 -4.64699
H 1.54384 -0.74031 -4.84209
H 2.71904 -1.88501 -4.21159
H -2.05036 -3.24941 -0.91029
H -3.18926 -2.48841 -2.00159
H -2.48946 -1.56921 -0.66539
H -0.12616 -4.06131 -3.27209
H 0.14704 -2.89431 -4.55209
H -1.47086 -3.49961 -4.25749
H -3.71646 -0.35781 -2.15739
H -4.17026 1.34589 -1.99419
H -3.98176 0.61939 -3.60629
H -0.15906 -4.68141 -0.84599
H -0.43596 -3.80771 0.65241
H 0.89274 -4.93891 0.52911
H 2.46514 -4.33171 -2.36599
H 3.31714 -4.52721 -0.84419
H 3.67084 -3.15931 -1.88149
H 3.34374 -3.48471 1.66651
H 4.07444 -2.18511 3.65931
H 3.38544 0.18989 3.86991
H 2.77924 1.07049 1.55461
F -2.69586 2.04029 -5.37369
C -1.85766 2.73799 -4.57049
F -0.62706 2.53369 -5.09249
F -2.12406 4.03599 -4.87289
C -2.03166 2.45909 -3.12699
C -2.32476 3.46419 -2.26349
C -2.55796 3.14609 -0.91279
C -2.13296 1.91999 -0.45919
N -1.61276 0.94829 -1.21459
C -2.11196 1.03969 -2.58749
S -1.28676 -0.09661 -3.77109
H -2.34166 4.49439 -2.58859
H -2.91786 3.88359 -0.21459
H -2.19246 1.73009 0.59891
C -3.63466 1.29169 3.64381
C -3.07276 0.10919 3.10281
C -1.87256 0.13219 2.48001
C -1.03136 1.37189 2.50571
C 0.09744 1.39669 1.44181
C 0.47904 2.72189 0.97311
C -0.21846 3.83719 1.33921
C -1.32916 3.79899 2.20571
C -1.81556 2.62299 2.73941
C -3.03926 2.50989 3.42211
H -4.58906 1.23789 4.14771
H -3.64196 -0.80881 3.15291
H -1.43596 -0.73981 2.00811
H 1.35894 2.81179 0.35101
H 0.09964 4.80119 0.96151
H -1.85916 4.71989 2.41261
H -3.55506 3.42149 3.69701
N 0.50794 0.08249 6.87501
C 0.62524 -0.11301 5.51841
N 1.20244 -1.27331 5.11591
N 0.04694 0.75579 4.75631
C 0.07424 0.92969 3.44721
N 0.98504 0.86859 2.47141
H 1.24074 -0.28511 7.45921
H 0.14724 0.98919 7.12591
H 1.71074 -1.80651 5.80121
H 1.60104 -1.28711 4.17291
```

Values from the calculation:
HOMO level (alpha / beta) = -3.9 / -3.8 eV
relative energy (zero: lowest compared OMol25 entry of this formula, charge and spin) = 5.6146 eV
spin multiplicity = 2
net charge = -1
<S²> = 0.7716
max |F| = 0.0448 Eh/bohr
LUMO level (alpha / beta) = 0.0710 / 0.0717 Ha
DFT total energy = -4522.19312 a.u.
frontier orbital gap (alpha / beta) = 5.78 / 5.78 eV

Charges obtained by Mulliken population analysis, quoted in units of e:
1 Co -1.0524
2 C -1.1885
3 Si 0.6799
4 C -0.4044
5 C -1.2708
6 C 1.3717
7 Si 0.5690
8 C -1.3329
9 C -1.1891
10 C -1.5846
11 Si -0.6311
12 C -1.2967
13 C -1.0903
14 C 0.2990
15 C -1.1454
16 C -0.1167
17 C -2.0375
18 C 0.6353
19 N 1.1878
20 H 0.4637
21 H 0.2480
22 H 0.1751
23 H 0.5481
24 H -0.1013
25 H 0.1246
26 H 0.3890
27 H 0.2996
28 H 0.2994
29 H 0.4144
30 H 0.4656
31 H 0.1588
32 H 0.2719
33 H 0.2992
34 H 0.3822
35 H 0.2985
36 H 0.4094
37 H 0.3264
38 H 0.3389
39 H 0.3297
40 H 0.3502
41 H 0.2817
42 H 0.3325
43 H 0.2920
44 H 0.3333
45 H 0.4113
46 H 0.4031
47 H 0.0185
48 F -0.2603
49 C 0.2538
50 F -0.2475
51 F -0.3641
52 C -0.2147
53 C -1.0783
54 C -0.8333
55 C -0.1745
56 N 0.5527
57 C 1.5518
58 S -0.6528
59 H 0.4703
60 H 0.5666
61 H -0.2498
62 C -0.8000
63 C -0.8880
64 C -0.1411
65 C 3.1243
66 C -0.0981
67 C -0.2920
68 C -1.2091
69 C -0.7663
70 C 0.2063
71 C -1.1311
72 H 0.3749
73 H 0.4874
74 H 0.5392
75 H 0.5192
76 H 0.3556
77 H 0.3989
78 H 0.4126
79 N -0.4874
80 C 0.1751
81 N -0.2763
82 N -0.6993
83 C -0.6715
84 N 0.7188
85 H 0.2112
86 H 0.2601
87 H 0.2632
88 H 0.1271